Model one:
# C2H3N2OP

C2H3N2OP in the gas phase (wB97M-V/def2-TZVPD, the Open Molecules 2025 dataset).

Each line ends with the Mulliken charge.
Atoms and positions in Å:
P1 -1.025 -0.510 -1.120  -0.1429
C1 -0.163 -0.133 0.447  0.4896
N1 -0.400 -0.464 1.681  -0.3614
N2 0.760 0.397 2.508  -0.3022
C2 1.350 1.029 1.565  0.0542
O1 0.865 0.789 0.329  -0.2679
H1 -0.292 -1.546 -1.650  0.0686
H2 -0.279 0.484 -1.972  0.0794
H3 1.932 1.897 1.660  0.3826

Summary:
- Frontier orbital gap: 11.079 eV
- E_LUMO: 0.0266 Eh
- SMILES: Pc1nnco1
- HOMO: -10.35 eV

=====

Model two:
# C2H3N2OP

2 unconnected molecules or ions with the total composition C2H3N2OP (wB97M-V/def2-TZVPD, the Open Molecules 2025 dataset).

Each line ends with the Mulliken charge.
Atoms and positions in Å:
C1 0.423 0.096 -1.541  -0.4044
C2 1.420 0.206 -0.872  -0.4132
N1 -1.636 -1.959 0.464  -0.2318
N2 -1.102 -1.063 0.905  0.3732
O1 -0.539 1.380 1.192  -0.4470
P1 -0.495 -0.020 1.988  -0.0226
H1 -0.320 0.119 -2.234  0.4332
H2 2.221 -0.096 -0.291  0.3843
H3 0.028 1.338 0.390  0.3282

Summary:
- Frontier orbital gap: 7.687 eV
- E_LUMO: 0.0002 Eh
- HOMO: -7.68 eV

=====

Which is the most stable structure? model one is the most stable.